C19H22N2O3 | ωB97M-V with the def2-TZVPD basis set

Last column: Löwdin charge in e.
Cartesian coordinates (Å):
O1 0.003 -2.567 0.794  0.145
C1 -0.007 -1.569 0.330  -0.662
N1 -1.019 -0.964 -0.072  0.111
H1 -0.997 0.020 -0.559  0.186
C2 -2.558 -1.462 -0.001  -0.010
H2 -2.317 -2.300 0.364  0.035
H3 -3.037 -1.149 -0.917  0.127
C3 -3.015 -0.574 1.091  -0.224
N2 -2.083 -0.258 2.160  -0.172
C4 -2.620 0.930 3.067  -0.005
C5 -1.261 1.247 4.086  -0.122
H4 -1.680 1.961 4.651  0.068
O2 -1.361 0.089 4.812  -0.112
C6 -0.691 -0.924 4.147  -0.106
C7 -1.868 -1.438 3.024  -0.052
H5 -1.438 -2.001 2.416  -0.006
H6 -2.902 -1.571 3.586  0.169
H7 -0.602 -1.664 4.745  0.050
H8 0.207 -0.790 3.669  0.099
H9 -0.491 1.691 3.541  0.108
H10 -2.744 1.729 2.353  0.094
H11 -3.338 0.833 3.551  -0.024
H12 -3.844 -0.904 1.522  0.059
H13 -3.186 0.667 0.670  0.192
C8 1.490 -1.122 -0.009  0.036
C9 2.399 -1.287 0.904  -0.128
C10 3.500 -0.666 0.676  -0.219
C11 4.045 0.206 -0.131  -0.019
C12 2.919 0.821 -1.116  0.079
C13 1.595 0.207 -0.933  -0.241
O3 0.705 0.516 -1.739  -0.006
C14 0.832 0.737 -3.170  -0.249
C15 1.817 0.138 -3.805  0.048
C16 1.826 0.419 -5.268  -0.012
C17 1.116 1.405 -5.859  -0.107
C18 0.402 2.063 -4.945  -0.170
C19 0.044 1.647 -3.727  -0.047
H14 -0.590 2.606 -3.051  0.223
H15 -0.334 2.845 -5.527  0.162
H16 1.460 1.671 -6.897  0.140
H17 2.582 0.009 -5.692  0.040
H18 2.540 -0.401 -3.425  0.074
H19 3.091 1.515 -1.892  0.077
H20 4.790 0.794 -0.382  0.039
H21 4.546 -1.102 1.299  0.174
H22 2.074 -2.057 1.658  0.159

Output
- total charge = 0
- relative energy (zero: lowest compared OMol25 entry of this formula, charge and spin) (eV) = 19.415
- SMILES = O=C(NCCN1CCOCC1)c1ccccc1Oc1ccccc1

***

C45H78BF2NO27S3 | ωB97M-V with the def2-TZVPD basis set

Last column: Löwdin charge in e.
Cartesian coordinates (Å):
C1 9.048 -3.521 1.799  -0.076
C2 7.998 -4.015 0.881  -0.182
N1 7.155 -2.940 0.161  -0.218
C3 8.064 -2.049 -0.722  0.024
C4 6.046 -3.657 -0.730  -0.089
C5 4.955 -2.804 -1.460  -0.036
C6 6.571 -1.968 1.238  -0.039
C7 5.445 -2.509 2.217  -0.131
O1 5.599 -3.893 2.651  -0.226
C8 4.434 -4.374 3.421  -0.066
H1 9.690 -4.352 2.092  0.099
H2 8.528 -3.154 2.684  0.082
H3 9.716 -2.685 1.593  0.084
H4 7.312 -4.643 1.449  0.119
H5 8.383 -4.668 0.097  0.128
H6 8.763 -1.552 -0.048  0.091
H7 7.529 -1.246 -1.228  0.100
H8 8.565 -2.662 -1.471  0.110
H9 5.578 -4.358 -0.039  0.117
H10 6.608 -4.342 -1.365  0.119
H11 4.651 -3.283 -2.390  0.085
H12 5.246 -1.767 -1.630  0.065
H13 4.004 -2.738 -0.931  0.054
H14 6.225 -1.162 0.590  0.118
H15 7.440 -1.606 1.787  0.111
H16 4.466 -2.345 1.767  0.086
H17 5.513 -1.942 3.145  0.131
H18 3.714 -4.919 2.809  0.081
H19 3.840 -3.873 4.184  0.089
H20 5.001 -5.177 3.891  0.086
O2 1.845 -2.853 2.188  0.104
C9 1.369 -1.910 1.566  -0.329
O3 0.063 -1.533 1.569  0.206
B1 -0.101 -0.438 0.549  -0.849
O4 1.272 -0.067 0.169  0.235
C10 2.117 -0.943 0.612  -0.384
O5 3.322 -0.876 0.436  0.100
O6 -0.995 -1.006 -0.497  0.216
C11 -2.123 -0.368 -0.386  -0.384
O7 -3.137 -0.476 -1.025  0.144
C12 -2.048 0.619 0.844  -0.382
O8 -0.823 0.662 1.222  0.251
O9 -3.025 1.228 1.226  0.108
F1 4.517 1.635 1.056  0.087
C13 4.269 2.866 1.413  -0.307
C14 2.985 3.405 1.328  0.013
C15 2.796 4.721 1.747  -0.058
C16 3.885 5.471 2.104  -0.120
C17 5.161 5.035 2.076  -0.089
C18 5.316 3.675 1.843  -0.021
H21 2.227 2.819 0.830  0.095
H22 1.806 5.147 1.669  0.103
H23 3.859 6.513 2.386  0.107
H24 6.071 5.611 2.163  0.111
H25 6.280 3.188 1.836  0.107
F2 4.299 -0.372 -3.667  0.035
C19 2.990 -0.142 -3.981  -0.297
C20 2.724 0.394 -5.207  -0.005
C21 1.395 0.713 -5.406  -0.083
C22 0.355 0.595 -4.489  -0.043
C23 0.731 0.102 -3.202  -0.014
C24 2.059 -0.309 -3.032  -0.018
H26 3.494 0.444 -5.963  0.122
H27 1.085 1.180 -6.329  0.105
H28 -0.586 0.977 -4.857  0.074
H29 -0.039 -0.013 -2.453  0.090
H30 2.387 -0.793 -2.124  0.100
C25 0.101 -3.908 4.534  -0.271
S1 -1.246 -4.687 5.488  0.825
O10 -1.972 -3.649 6.375  -0.559
C26 -2.173 -5.426 4.102  -0.271
H31 0.144 -4.384 3.555  0.031
H32 1.101 -3.852 4.963  0.045
H33 -0.248 -2.912 4.263  0.046
H34 -1.572 -6.172 3.581  0.051
H35 -2.381 -4.643 3.373  0.043
H36 -3.108 -5.857 4.462  0.051
C27 -4.022 3.180 -0.885  -0.240
S2 -5.864 3.231 -0.675  0.850
O11 -6.655 3.060 -1.990  -0.579
C28 -6.171 1.754 0.423  -0.225
H37 -3.682 2.189 -1.186  0.028
H38 -3.399 3.538 -0.066  0.036
H39 -3.720 3.811 -1.721  0.048
H40 -5.503 1.655 1.279  0.039
H41 -6.057 0.842 -0.163  0.037
H42 -7.142 1.753 0.917  0.049
C29 -5.730 1.248 5.476  -0.218
S3 -4.113 0.211 5.638  0.862
O12 -4.460 -1.027 6.506  -0.591
C30 -4.115 -0.356 3.892  -0.269
H43 -6.041 1.448 6.501  0.036
H44 -6.509 0.792 4.865  0.043
H45 -5.502 2.194 4.984  0.029
H46 -3.335 -1.113 3.813  0.043
H47 -3.740 0.445 3.255  0.022
H48 -5.084 -0.736 3.568  0.045
C31 -1.609 3.817 2.612  -0.059
O13 -2.958 3.968 2.936  -0.020
C32 -3.611 5.102 2.617  -0.586
O14 -3.095 6.122 2.248  0.137
O15 -4.919 4.829 2.860  -0.018
C33 -5.843 5.936 2.630  -0.031
H49 -1.475 4.132 1.577  0.093
H50 -1.368 2.756 2.676  0.079
H51 -0.895 4.287 3.288  0.100
H52 -5.465 6.854 3.079  0.091
H53 -6.740 5.666 3.189  0.088
H54 -6.205 6.132 1.621  0.089
C34 0.523 8.275 -0.574  -0.036
O16 0.267 6.906 -0.342  -0.030
C35 0.736 5.930 -1.143  -0.534
O17 1.242 6.152 -2.264  0.079
O18 0.467 4.705 -0.644  -0.028
C36 0.787 3.551 -1.440  -0.031
H55 0.004 8.842 0.198  0.101
H56 0.602 8.686 -1.581  0.102
H57 1.529 8.177 -0.167  0.095
H58 1.781 3.641 -1.877  0.099
H59 0.075 3.428 -2.256  0.101
H60 0.885 2.658 -0.821  0.070
C37 1.267 -4.356 -5.105  -0.060
O19 1.094 -4.345 -3.715  -0.024
C38 1.329 -5.446 -2.983  -0.558
O20 1.875 -6.441 -3.422  0.120
O21 1.047 -5.228 -1.677  0.013
C39 0.742 -3.951 -1.032  -0.002
H61 2.325 -4.134 -5.240  0.095
H62 0.729 -3.673 -5.762  0.095
H63 1.085 -5.299 -5.621  0.096
H64 1.425 -3.682 -0.226  0.069
H65 -0.214 -3.936 -0.509  0.101
H66 0.733 -3.097 -1.709  0.087
C40 -1.982 0.589 -8.897  -0.055
O22 -2.441 -0.128 -7.769  -0.002
C41 -2.739 0.569 -6.649  -0.564
O23 -2.636 1.773 -6.478  0.108
O24 -3.191 -0.288 -5.723  0.004
C42 -3.119 0.022 -4.374  -0.068
H67 -1.620 1.605 -8.740  0.097
H68 -2.825 0.539 -9.586  0.096
H69 -1.221 0.012 -9.422  0.089
H70 -4.084 0.426 -4.068  0.107
H71 -2.415 0.842 -4.223  0.070
H72 -2.859 -0.817 -3.729  0.094
C43 -5.851 -1.834 0.624  -0.038
O25 -7.005 -1.136 1.003  -0.055
C44 -8.105 -1.210 0.237  -0.528
O26 -8.197 -1.923 -0.756  0.106
O27 -9.181 -0.581 0.859  -0.024
C45 -10.524 -0.648 0.281  -0.039
H73 -5.200 -1.750 1.494  0.088
H74 -5.620 -1.403 -0.350  0.093
H75 -6.100 -2.885 0.475  0.100
H76 -11.271 -0.925 1.025  0.079
H77 -10.782 -1.470 -0.387  0.090
H78 -10.874 0.330 -0.049  0.091

Output
- total charge = 0

***

C4H4N2O2 | ωB97M-V with the def2-TZVPD basis set

Last column: Löwdin charge in e.
Cartesian coordinates (Å):
C1 0.243 0.081 0.229  -0.392
C2 -1.275 -1.688 0.872  -0.274
C3 -0.166 0.342 -1.013  -0.054
C4 0.340 1.475 -1.713  -0.248
H1 1.716 1.522 0.339  0.093
H2 1.650 0.369 1.685  0.142
H3 -1.481 -2.270 1.755  0.145
H4 -1.043 -0.172 -1.461  0.118
N1 1.236 0.800 0.826  0.157
N2 0.839 2.265 -2.411  0.131
O1 -0.217 -0.877 1.067  0.078
O2 -1.842 -1.846 -0.175  0.103

Output
- total charge = 0
- relative energy (zero: lowest compared OMol25 entry of this formula, charge and spin) (eV) = 1.483
- SMILES = N#C/C=C(\N)OC=O

***

C51H59ClGeInNPSi2Te | ωB97M-V with the def2-TZVPD basis set

Last column: Löwdin charge in e.
Cartesian coordinates (Å):
In1 0.398 -1.371 -0.391  0.549
Cl1 -0.698 -4.122 1.432  0.737
C1 -0.561 -4.071 3.159  -0.629
C2 -1.079 -5.139 3.882  -0.110
C3 -0.924 -5.168 5.255  -0.086
C4 -0.243 -4.140 5.900  -0.081
C5 0.265 -3.087 5.162  -0.097
C6 0.103 -3.016 3.776  -0.365
P1 0.793 -1.598 2.807  1.093
C7 0.139 -0.190 3.767  -0.358
C8 0.727 1.058 3.558  -0.131
C9 0.261 2.181 4.221  -0.084
C10 -0.820 2.078 5.085  -0.097
C11 -1.441 0.852 5.265  -0.083
C12 -0.965 -0.276 4.610  -0.083
C13 2.536 -1.709 3.376  -0.366
C14 3.106 -0.973 4.409  -0.091
C15 4.441 -1.157 4.748  -0.091
C16 5.216 -2.079 4.059  -0.090
C17 4.655 -2.815 3.023  -0.078
C18 3.325 -2.626 2.680  -0.113
H1 -1.583 -5.939 3.357  0.101
H2 -1.323 -5.999 5.822  0.102
H3 -0.108 -4.163 6.973  0.101
H4 0.795 -2.287 5.664  0.110
H5 1.557 1.156 2.867  0.075
H6 0.729 3.141 4.041  0.105
H7 -1.194 2.957 5.595  0.098
H8 -2.305 0.770 5.913  0.099
H9 -1.463 -1.226 4.759  0.101
H10 2.511 -0.249 4.951  0.098
H11 4.875 -0.576 5.552  0.096
H12 6.257 -2.216 4.321  0.096
H13 5.255 -3.522 2.465  0.104
H14 2.903 -3.179 1.845  0.097
C19 -0.995 5.318 0.868  -0.196
Si1 -1.911 3.913 0.016  0.390
C20 -3.351 4.667 -0.940  -0.184
C21 -2.558 2.742 1.332  -0.189
C22 -0.763 3.074 -1.200  -0.551
Te1 0.796 2.000 -0.204  1.183
C23 2.159 3.757 -0.354  -0.573
Si2 3.018 3.892 -1.998  0.374
C24 4.314 2.538 -2.146  -0.190
C25 1.865 3.739 -3.469  -0.194
C26 3.893 5.558 -2.152  -0.198
H15 -1.664 5.836 1.561  0.026
H16 -0.612 6.052 0.155  0.027
H17 -0.151 4.928 1.444  0.012
H18 -4.089 5.102 -0.261  0.025
H19 -3.856 3.912 -1.547  0.015
H20 -3.005 5.457 -1.612  0.024
H21 -3.650 2.711 1.345  0.024
H22 -2.225 3.073 2.317  0.018
H23 -2.185 1.723 1.180  -0.008
H24 -0.269 3.804 -1.844  -0.003
H25 -1.276 2.355 -1.838  -0.016
H26 2.906 3.578 0.427  -0.007
H27 1.619 4.665 -0.077  -0.020
H28 3.843 1.564 -2.298  0.022
H29 4.937 2.472 -1.251  0.026
H30 4.970 2.727 -3.000  0.025
H31 1.219 2.864 -3.384  0.001
H32 2.453 3.629 -4.385  0.033
H33 1.227 4.619 -3.593  0.032
H34 4.654 5.682 -1.377  0.021
H35 3.178 6.378 -2.048  0.021
H36 4.383 5.661 -3.124  0.021
C27 1.414 -4.395 -1.402  -0.063
C28 2.513 -3.554 -0.828  -0.383
C29 3.847 -3.852 -0.691  -0.067
C30 4.466 -2.718 -0.097  -0.104
C31 3.485 -1.777 0.099  -0.418
C32 3.606 -0.403 0.671  -0.050
N1 2.286 -2.285 -0.342  -0.070
H37 1.809 -5.058 -2.173  0.081
H38 0.632 -3.794 -1.881  0.045
H39 0.926 -5.019 -0.651  0.041
H40 4.320 -4.774 -0.995  0.091
H41 5.509 -2.594 0.154  0.098
H42 4.582 -0.286 1.144  0.092
H43 2.845 -0.213 1.436  0.029
H44 3.502 0.372 -0.091  0.037
C33 -1.215 -0.202 -0.321  -0.573
Ge1 -2.189 -0.628 -1.908  0.681
C34 -2.199 -2.557 -2.410  -0.303
C35 -2.622 -3.490 -1.457  -0.151
C36 -2.551 -4.855 -1.700  -0.113
C37 -2.048 -5.322 -2.909  -0.114
C38 -1.630 -4.413 -3.870  -0.106
C39 -1.712 -3.046 -3.621  -0.111
C40 -4.107 -0.157 -1.807  -0.269
C41 -4.503 0.974 -1.097  -0.110
C42 -5.833 1.370 -1.044  -0.096
C43 -6.802 0.624 -1.703  -0.114
C44 -6.429 -0.511 -2.409  -0.105
C45 -5.093 -0.894 -2.461  -0.107
C46 -1.604 0.307 -3.573  -0.276
C47 -0.287 0.179 -4.018  -0.134
C48 0.175 0.862 -5.133  -0.110
C49 -0.675 1.720 -5.821  -0.112
C50 -1.983 1.876 -5.388  -0.099
C51 -2.440 1.170 -4.280  -0.107
H45 -2.991 -3.137 -0.499  0.092
H46 -2.880 -5.556 -0.942  0.094
H47 -1.982 -6.387 -3.098  0.092
H48 -1.236 -4.767 -4.816  0.095
H49 -1.384 -2.350 -4.387  0.090
H50 -3.755 1.545 -0.563  0.057
H51 -6.112 2.257 -0.487  0.095
H52 -7.842 0.924 -1.664  0.090
H53 -7.180 -1.101 -2.923  0.092
H54 -4.817 -1.782 -3.020  0.095
H55 0.404 -0.457 -3.469  0.083
H56 1.203 0.743 -5.454  0.099
H57 -0.313 2.273 -6.680  0.092
H58 -2.651 2.550 -5.912  0.093
H59 -3.470 1.297 -3.961  0.091

Output
- total charge = -1
- relative energy (zero: lowest compared OMol25 entry of this formula, charge and spin) (eV) = 0.000

***

C4H11S2 | ωB97M-V with the def2-TZVPD basis set

Last column: Löwdin charge in e.
Cartesian coordinates (Å):
C1 0.320 0.047 2.959  -0.591
S1 -1.087 -0.315 1.860  0.408
H1 1.104 0.693 2.482  0.012
H2 -0.125 0.560 3.868  0.007
H3 0.799 -0.939 3.261  0.025
H4 -0.098 -0.994 1.049  -0.314
C2 -0.679 1.195 -1.097  -0.181
C3 0.083 0.291 -2.049  -0.357
C4 0.330 -1.089 -1.412  -0.661
S2 1.402 -1.219 0.123  0.275
H5 -1.649 0.742 -0.884  0.047
H6 -0.912 2.159 -1.560  0.058
H7 -0.192 1.275 -0.134  0.013
H8 -0.464 0.168 -2.953  0.069
H9 1.088 0.734 -2.304  0.103
H10 0.755 -1.838 -2.138  0.038
H11 -0.676 -1.472 -1.070  0.049

Output
- total charge = -1
- relative energy (zero: lowest compared OMol25 entry of this formula, charge and spin) (eV) = 0.431

***

C5H11NO | ωB97M-V with the def2-TZVPD basis set

Last column: Löwdin charge in e.
Cartesian coordinates (Å):
C1 -0.613 2.282 -1.362  -0.098
O1 0.137 1.090 -1.371  -0.151
C2 0.546 0.693 -0.090  -0.320
C3 -0.568 0.026 0.749  -0.067
N1 -0.112 -1.325 0.315  -0.212
C4 -0.310 -2.525 1.216  -0.141
C5 1.190 -0.689 -0.183  -0.025
H1 -0.881 2.501 -2.397  0.094
H2 -0.026 3.119 -0.954  0.093
H3 -1.535 2.182 -0.770  0.086
H4 1.117 1.495 0.405  0.150
H5 -0.411 0.127 1.827  0.128
H6 -1.606 0.251 0.495  0.124
H7 -0.805 -1.817 -0.257  0.125
H8 0.027 -2.267 2.220  -0.031
H9 0.360 -3.274 0.766  -0.013
H10 1.522 -0.996 -1.176  0.128
H11 1.968 -0.873 0.567  0.130

Output
- total charge = 0
- relative energy (zero: lowest compared OMol25 entry of this formula, charge and spin) (eV) = 5.374

***

For reference, frontier orbital gap by record: 8.65, 7.43, 9.51, 5.47, 6.61, 7.29 eV.
For reference, HOMO energy by record: -8.07, -7.95, -8.99, -3.21, -2.85, -6.53 eV.
For reference, energy by record: -1071.7990, -5266.7271, -414.7917, -5949.1425, -955.3871, -326.9339 Eh.